# C25H30N4O3

An isolated molecule of C25H30N4O3 (ωB97M-V/def2-TZVPD, OMol25).

F_max (eV/Å): 0.98
Spin multiplicity: 1
SMILES: COc1ccccc1CN1CCC(n2nccc2NC(=O)CCOc2ccccc2)CC1
LUMO (eV): 0.66
Highest occupied orbital energy (eV): -7.84
Orbital gap (eV): 8.504
M (g mol⁻¹): 434.54
E (a.u.): -1415.378905

Last column: Löwdin charge in e.
Positions of all 62 atoms, in Å:
C: -6.49648 -2.24419 -0.89097  -0.08
O: -5.60200 -1.43243 -0.17425  -0.08
C: -5.59559 -0.09422 -0.41503  -0.22
C: -6.46630 0.55397 -1.28291  -0.02
C: -6.39802 1.92851 -1.44466  -0.09
C: -5.46940 2.67056 -0.74272  -0.10
C: -4.59802 2.02529 0.12082  -0.05
C: -4.64294 0.65412 0.29542  -0.15
C: -3.67695 -0.05618 1.20391  -0.14
N: -2.69561 -0.78877 0.41844  -0.15
C: -1.95539 -1.78836 1.15741  -0.19
C: -0.87876 -1.20945 2.08784  -0.12
C: 0.06794 -0.26348 1.34623  -0.25
N: 0.97347 -1.00479 0.48840  -0.03
N: 0.84091 -2.31380 0.30184  0.08
C: 1.77200 -2.67580 -0.55819  -0.13
C: 2.54241 -1.57979 -0.95024  0.00
C: 2.00424 -0.52035 -0.24310  -0.23
N: 2.40915 0.81904 -0.29223  0.16
C: 2.71943 1.60125 0.77888  -0.49
O: 2.53621 1.27813 1.93236  0.07
C: 3.31936 2.93911 0.38271  -0.06
C: 4.84114 2.82445 0.17983  -0.17
O: 5.18167 1.96597 -0.88421  -0.05
C: 5.48450 0.64669 -0.65783  -0.28
C: 5.39022 -0.01580 0.55919  -0.03
C: 5.71596 -1.36043 0.63374  -0.07
C: 6.13790 -2.05319 -0.48503  -0.10
C: 6.23393 -1.39142 -1.69916  -0.09
C: 5.90905 -0.05339 -1.78769  -0.02
C: -0.73826 0.75344 0.52536  -0.11
C: -1.79086 0.04575 -0.34033  -0.16
H: -7.53989 -1.99162 -0.67135  0.09
H: -6.29743 -3.26268 -0.56077  0.09
H: -6.32653 -2.17687 -1.97044  0.10
H: -7.20521 -0.00106 -1.83946  0.10
H: -7.08206 2.41533 -2.12426  0.10
H: -5.41931 3.74191 -0.86511  0.10
H: -3.86837 2.60118 0.67306  0.11
H: -3.22793 0.67483 1.89645  0.12
H: -4.22804 -0.79409 1.79205  0.13
H: -2.66111 -2.38588 1.73791  0.12
H: -1.46794 -2.44235 0.43041  0.10
H: -1.35095 -0.64844 2.89649  0.12
H: -0.30514 -2.02713 2.52205  0.11
H: 0.68732 0.27261 2.07690  0.13
H: 1.85888 -3.69973 -0.86190  0.10
H: 3.37184 -1.55354 -1.62598  0.09
H: 2.79743 1.09466 -1.18462  0.15
H: 2.86206 3.30225 -0.53878  0.12
H: 3.13426 3.65205 1.18604  0.13
H: 5.32609 2.52089 1.11212  0.13
H: 5.22991 3.80698 -0.10820  0.13
H: 5.05081 0.48367 1.45272  0.11
H: 5.62891 -1.86637 1.58328  0.11
H: 6.38506 -3.10112 -0.41509  0.10
H: 6.56015 -1.92029 -2.58250  0.10
H: 5.97560 0.47847 -2.72440  0.12
H: -0.07529 1.34274 -0.10951  0.10
H: -1.22872 1.44004 1.21699  0.11
H: -2.37568 0.78419 -0.89415  0.12
H: -1.28359 -0.60108 -1.06377  0.13


# C25H31AsNO6PS5Tc

A structure of composition C25H31AsNO6PS5Tc (ωB97M-V/def2-TZVPD, OMol25).

F_max (eV/Å): 1.36
Spin multiplicity: 1
Total charge: +3
LUMO (eV): -11.18
Highest occupied orbital energy (eV): -15.85
Orbital gap (eV): 4.671
M (g mol⁻¹): 805.76
E (a.u.): -6125.431952

Last column: Löwdin charge in e.
Positions of all 71 atoms, in Å:
Tc: -0.02587 0.24521 0.56163  0.79
O: 2.10499 -0.01614 -0.08586  -0.19
C: 2.92769 1.19032 -0.23893  -0.27
C: 1.95064 2.35175 -0.17090  -0.39
O: 2.13516 3.48321 -0.41360  0.24
O: 0.65507 1.93291 0.27600  -0.27
C: 3.90322 1.23254 0.93499  -0.16
C: 4.35693 2.43739 1.45728  -0.02
C: 5.29419 2.44139 2.48457  -0.04
C: 5.78645 1.24979 2.99282  -0.05
C: 5.33746 0.04417 2.46672  -0.06
C: 4.40020 0.03645 1.44434  -0.03
C: 3.61886 1.18215 -1.60776  -0.13
C: 3.30918 0.25002 -2.59218  -0.04
C: 3.98778 0.23886 -3.80704  -0.05
C: 4.97685 1.17315 -4.05079  -0.04
C: 5.27407 2.12199 -3.08259  -0.02
C: 4.60446 2.12575 -1.86882  0.00
H: 2.26701 -0.57309 -0.86302  0.01
H: 3.99363 3.38357 1.07613  0.12
H: 5.64751 3.38648 2.87651  0.12
H: 6.52659 1.25909 3.78231  0.12
H: 5.73898 -0.89068 2.83944  0.11
H: 4.07063 -0.90951 1.03211  0.12
H: 2.50467 -0.48000 -2.49569  0.09
H: 3.73566 -0.49668 -4.55940  0.12
H: 5.50794 1.16870 -4.99334  0.12
H: 6.03979 2.86408 -3.26744  0.13
H: 4.85292 2.87635 -1.13037  0.12
S: -4.66048 0.56688 -3.18213  0.16
As: -3.42493 -0.26285 -1.90209  0.39
S: -2.04835 0.93612 1.20292  0.19
S: -0.53938 -1.93248 0.36742  0.23
S: -3.01436 1.59094 -0.40767  0.04
C: -1.73619 -1.10889 5.57178  -0.04
C: -1.61989 -0.81536 4.10263  -0.24
O: -0.50619 0.13348 3.90603  -0.24
P: 0.61287 0.13401 2.82729  0.52
O: 1.47162 1.37278 3.15063  -0.21
C: 0.96114 2.72693 3.50664  -0.19
C: 1.46652 3.08109 4.87501  -0.04
O: 1.52513 -1.11216 2.95563  -0.25
C: 2.22600 -1.40634 4.23800  -0.18
C: 1.88848 -2.80662 4.66225  -0.04
H: -2.61595 -1.73172 5.74114  0.10
H: -1.86278 -0.18450 6.13413  0.10
H: -0.86234 -1.63725 5.95165  0.08
H: -2.51088 -0.32356 3.72319  0.09
H: -1.42086 -1.71529 3.51587  0.11
H: -0.12734 2.71270 3.45703  0.12
H: 1.35116 3.38197 2.73283  0.12
H: 1.05163 2.42017 5.63619  0.09
H: 1.16511 4.10320 5.10894  0.10
H: 2.55462 3.02812 4.90542  0.09
H: 1.93069 -0.66278 4.97757  0.12
H: 3.28042 -1.27054 4.01560  0.11
H: 0.82482 -2.91769 4.87766  0.07
H: 2.44480 -3.04963 5.56805  0.10
H: 2.16675 -3.52483 3.88964  0.08
S: 0.85084 -2.69844 -0.98817  0.63
C: 0.97614 -4.39098 -0.47035  -0.58
N: 0.17530 -5.29219 -1.09581  0.10
C: 0.22874 -6.61112 -0.86429  0.03
C: 1.13787 -7.10463 0.04991  0.03
C: 1.97691 -6.21895 0.70104  0.04
C: 1.89523 -4.84543 0.43974  -0.02
H: -0.47750 -4.95036 -1.79416  0.17
H: -0.45562 -7.23153 -1.42667  0.16
H: 1.18584 -8.16950 0.22973  0.14
H: 2.70774 -6.58881 1.40926  0.14
H: 2.55029 -4.13846 0.92948  0.13


# C25H31BBrF2N3O7P

A cluster of 3 separate species, C25H31BBrF2N3O7P in total (ωB97M-V/def2-TZVPD, OMol25).

F_max (eV/Å): 1.87
Spin multiplicity: 1
Total charge: +1
LUMO (eV): -4.88
Highest occupied orbital energy (eV): -10.82
Orbital gap (eV): 5.942
M (g mol⁻¹): 645.22
E (a.u.): -4802.028205

Last column: Löwdin charge in e.
Positions of all 71 atoms, in Å:
C: -1.52261 0.30284 1.00254  0.05
C: -0.59464 1.14219 1.82055  -0.49
O: -0.59062 1.07252 2.99882  0.15
O: 0.24116 1.99561 1.11531  0.10
C: 1.48323 2.15469 1.73326  -0.43
O: 1.60794 2.77884 2.71139  0.23
C: 2.65071 1.42027 1.11105  0.02
C: 2.16560 0.10700 0.55751  -0.16
N: 1.92045 -0.80658 1.46560  0.19
N: 1.42461 -1.97122 1.05150  -0.05
P: 1.15180 -3.18817 2.32650  0.44
O: 1.95263 -4.35381 2.03345  -0.15
O: -0.40179 -3.44195 2.40894  -0.04
O: 1.58147 -2.46860 3.65001  -0.04
C: 1.16611 -2.29853 -0.21585  -0.01
B: 0.56740 -3.71063 -0.73203  -0.58
O: -0.77310 -3.94973 -0.51629  0.18
N: 1.43603 -4.61172 -1.43180  -0.08
C: 0.83178 -4.70566 -2.79885  -0.05
C: 1.44397 -5.96466 -0.80618  -0.05
C: 1.47217 -1.34179 -1.19568  0.07
C: 1.97784 -0.11436 -0.84100  -0.08
C: 2.34841 0.89861 -1.89129  -0.16
C: 1.39761 1.05156 -3.08549  -0.68
C: -0.08968 1.14159 -2.72595  -0.10
Br: 1.76426 -0.29784 -4.47427  0.74
H: -1.44054 -0.73437 1.30132  0.07
H: -2.53056 0.64195 1.21999  0.11
H: -1.38178 0.40242 -0.06261  0.07
H: 3.14914 2.00735 0.35398  0.13
H: 3.35799 1.22574 1.90705  0.15
H: -0.88567 -2.60406 2.48260  0.09
H: 0.85099 -2.05218 4.12842  0.11
H: -1.30943 -3.26720 -0.94103  0.13
H: 1.59320 -4.95212 -3.52989  0.10
H: 0.04327 -5.45254 -2.82536  0.10
H: 0.39075 -3.74855 -3.08806  0.08
H: 0.54701 -6.18425 -0.23158  0.09
H: 2.32540 -6.06938 -0.18621  0.08
H: 1.54434 -6.70639 -1.58990  0.09
H: 1.29546 -1.58318 -2.23139  0.07
H: 3.30047 0.55378 -2.29795  0.13
H: 2.52809 1.88710 -1.49175  0.12
H: 1.65849 1.98281 -3.56551  0.09
H: -0.62763 0.37643 -3.26994  0.05
H: -0.24395 1.10446 -1.65995  0.04
H: -0.46878 2.10022 -3.06235  0.09
F: -2.23498 0.81730 -4.99782  0.03
C: -2.23059 1.98901 -5.67835  -0.29
C: -1.52250 2.07396 -6.85922  -0.02
C: -1.51458 3.27187 -7.55751  -0.07
C: -2.20531 4.36983 -7.06436  -0.09
C: -2.90616 4.26735 -5.87144  -0.08
C: -2.92453 3.06907 -5.17156  -0.03
H: -0.98330 1.21004 -7.22581  0.12
H: -0.96734 3.34709 -8.48687  0.11
H: -2.19635 5.30386 -7.60887  0.11
H: -3.44250 5.12189 -5.48264  0.11
H: -3.47383 2.96901 -4.24417  0.12
F: -3.50973 3.00885 8.02618  0.06
C: -2.32369 2.43757 7.74772  -0.29
C: -2.07710 2.00268 6.46123  -0.01
C: -0.85233 1.41758 6.17431  -0.09
C: 0.09928 1.26933 7.17513  -0.10
C: -0.17178 1.71069 8.46322  -0.08
C: -1.39052 2.30412 8.75591  -0.01
H: -2.83671 2.12396 5.70014  0.12
H: -0.64608 1.07975 5.16770  0.06
H: 1.05397 0.81153 6.95091  0.10
H: 0.56725 1.59350 9.24399  0.11
H: -1.61956 2.66165 9.75059  0.12


# C25H31BrF3NO3S

An isolated molecule of C25H31BrF3NO3S (ωB97M-V/def2-TZVPD, OMol25).

F_max (eV/Å): 0.57
Spin multiplicity: 1
SMILES: CCCCCCN1c2cc(Br)cc(C[C@@H](O)C(F)(F)F)c2Sc2c(CCOCC)ccc(O)c21
LUMO (eV): 0.45
Highest occupied orbital energy (eV): -8.13
Orbital gap (eV): 8.589
M (g mol⁻¹): 562.49
E (a.u.): -4523.502498

Last column: Löwdin charge in e.
Positions of all 65 atoms, in Å:
C: -2.49817 -6.70756 -3.77311  -0.10
C: -1.70162 -6.33813 -2.50372  -0.25
C: -0.40300 -5.56043 -2.78394  -0.21
C: -0.56914 -4.02410 -2.78528  -0.19
C: 0.39379 -3.27091 -1.84296  -0.17
C: -0.28201 -2.12690 -1.06468  -0.14
N: 0.54602 -0.89916 -1.00969  -0.05
C: 1.41170 -0.86800 0.12162  -0.23
C: 2.69436 -1.38011 -0.01427  -0.04
C: 3.50789 -1.43390 1.10142  -0.67
Br: 5.24480 -2.16622 0.94153  0.75
C: 3.08028 -0.95925 2.32615  -0.08
C: 1.81759 -0.39124 2.46294  -0.21
C: 1.44073 0.13753 3.82419  -0.10
C: 1.54768 1.65321 4.00329  -0.26
O: 0.51299 2.39313 3.41813  -0.01
C: 1.67343 1.98245 5.51690  -0.54
F: 2.97928 2.12686 5.85895  0.13
F: 1.17307 0.99665 6.31496  0.11
F: 1.02809 3.11325 5.84726  0.15
C: 0.98105 -0.36864 1.34787  -0.36
S: -0.68324 0.20566 1.45848  1.10
C: -0.81581 0.95942 -0.13340  -0.35
C: -1.53085 2.14998 -0.31047  -0.22
C: -2.16849 2.86923 0.85369  -0.13
C: -2.08338 4.38231 0.76533  -0.24
O: -0.74682 4.74788 0.50522  -0.15
C: -0.48863 6.13357 0.66905  -0.27
C: 0.62809 6.53114 -0.27282  -0.07
C: -1.63370 2.63883 -1.60516  -0.02
C: -1.03854 1.99697 -2.67631  0.01
C: -0.30005 0.84164 -2.47544  -0.25
O: 0.34466 0.26601 -3.54304  0.06
C: -0.19099 0.30943 -1.19736  -0.18
H: -3.47863 -6.23503 -3.78347  0.06
H: -2.66824 -7.78237 -3.82252  0.06
H: -1.96138 -6.42497 -4.67729  0.06
H: -2.33659 -5.71669 -1.87153  0.09
H: -1.45625 -7.24338 -1.95086  0.10
H: 0.36027 -5.85138 -2.06226  0.10
H: -0.03344 -5.87116 -3.76302  0.10
H: -1.59769 -3.78532 -2.51040  0.10
H: -0.39759 -3.66138 -3.79944  0.10
H: 1.20110 -2.82066 -2.42131  0.11
H: 0.83414 -3.97302 -1.13638  0.10
H: -0.47719 -2.46761 -0.04373  0.12
H: -1.24369 -1.87305 -1.50862  0.13
H: 3.01449 -1.74137 -0.98048  0.11
H: 3.75442 -1.01868 3.16906  0.11
H: 0.45863 -0.21555 4.14594  0.13
H: 2.15372 -0.29778 4.52525  0.12
H: 2.47443 2.00977 3.55536  0.17
H: -0.33301 2.03284 3.70676  0.09
H: -1.67086 2.55888 1.76889  0.07
H: -3.22875 2.60732 0.89985  0.13
H: -2.41125 4.81256 1.71869  0.13
H: -2.73930 4.78059 -0.01950  0.12
H: -0.19578 6.32360 1.70642  0.12
H: -1.39692 6.70258 0.44607  0.12
H: 1.43709 5.80449 -0.21927  0.08
H: 1.03092 7.50602 0.00534  0.07
H: 0.27929 6.59528 -1.30270  0.07
H: -2.18303 3.55207 -1.79093  0.11
H: -1.11170 2.39633 -3.67818  0.12
H: 0.05174 -0.64353 -3.65108  0.10